No. 1
Density functional theory data (the ωB97M-V functional and the def2-TZVPD basis) for 8 unconnected molecules or ions with the total composition C32H41BF8N5O27.

Kohn-Sham gap in hartree: 0.30167
Total charge: +1
LUMO level in eV: -3.6

Positions of all 114 atoms, in Å:
1 O -1.442 7.940 -0.556
2 O 0.449 -3.631 -2.836
3 F 3.395 -1.918 -3.064
4 O 1.243 6.276 3.922
5 H 1.265 0.863 1.309
6 C 5.409 -2.415 5.248
7 F 5.323 -2.087 1.576
8 C -2.491 8.359 -0.096
9 O 3.562 -1.598 6.274
10 C 3.210 -2.377 5.206
11 C 3.949 -4.842 0.343
12 H -0.983 7.459 2.764
13 H -1.057 4.858 0.771
14 B -2.653 5.259 -3.479
15 H -0.979 2.446 1.619
16 C 2.320 -8.636 1.837
17 H 5.765 -1.641 4.560
18 C -0.228 4.199 0.228
19 C 1.562 -8.484 0.563
20 C -4.597 8.993 -0.029
21 H -0.320 -7.228 -5.724
22 O -5.071 -2.338 -1.470
23 C 1.912 -6.991 -4.158
24 C -3.508 -0.766 -0.024
25 H -4.752 8.435 2.050
26 C -6.142 0.940 -0.841
27 O -3.760 4.519 -4.150
28 O 4.098 -3.487 0.331
29 C -3.644 0.803 -0.474
30 H 2.004 2.895 -1.252
31 C -3.923 -1.662 -1.373
32 H 0.517 -8.798 0.652
33 H -3.628 3.546 -3.878
34 H -2.226 -2.269 -2.272
35 H 5.454 -0.997 6.874
36 O 2.640 -6.172 -3.623
37 O 0.585 -7.130 -3.881
38 C 0.368 -2.629 -1.908
39 H 3.608 -2.897 2.238
40 H 0.743 4.877 0.211
41 H 2.997 -3.366 -1.729
42 C 0.062 7.773 2.675
43 O -3.432 9.024 -0.822
44 H 4.966 -2.638 7.355
45 C 4.491 -3.150 1.642
46 H -5.210 8.129 -0.308
47 O 3.470 -11.260 0.064
48 H 0.334 1.190 -0.296
49 O -8.040 1.889 0.693
50 H -0.349 2.997 -1.551
51 H 3.053 2.914 0.419
52 O -8.099 2.728 -1.557
53 O 2.326 -7.877 -5.115
54 H 1.330 -9.644 -4.786
55 N -2.384 1.633 -0.573
56 H 0.614 3.302 2.148
57 H -3.840 9.935 1.766
58 C 1.227 -8.727 -5.374
59 H -0.778 5.186 -4.227
60 O 2.078 -2.452 4.757
61 C 0.036 2.897 1.185
62 N -2.082 4.042 -1.319
63 H 1.692 8.279 4.034
64 F -5.288 10.135 -0.241
65 H -6.350 0.432 -1.900
66 F -0.932 -8.670 -4.466
67 H 1.179 -8.993 -6.434
68 H -4.251 -0.977 0.886
69 C 0.066 -7.895 -4.946
70 O 0.743 6.892 1.805
71 F -5.313 3.910 -1.651
72 O 2.243 -9.366 -0.307
73 H 5.160 -4.491 3.195
74 F 0.009 7.791 5.017
75 H 3.192 -7.978 1.922
76 N -4.454 2.957 -1.220
77 C 2.318 2.312 -0.268
78 O 3.359 -5.473 -0.518
79 C -2.929 2.989 -1.064
80 O -0.624 -2.397 -1.237
81 C 1.699 -3.480 -3.479
82 O -2.869 8.211 1.210
83 O 1.970 4.997 2.177
84 O 1.533 -1.927 -1.819
85 H 0.089 8.798 2.295
86 C 2.868 -10.287 0.488
87 H 2.138 -4.453 -3.715
88 C 0.992 1.733 0.539
89 H 2.890 1.340 -0.659
90 O 4.279 -3.053 4.699
91 H -6.179 0.033 -0.066
92 C 5.217 -4.365 2.111
93 O -1.544 5.861 -4.253
94 H 6.271 -4.370 1.812
95 C 2.494 -2.730 -2.465
96 F 6.374 -3.344 5.434
97 H 1.564 -2.920 -4.410
98 O -2.972 -1.638 -2.505
99 O 4.536 -5.407 1.442
100 C 0.820 7.621 3.949
101 C -2.547 5.427 -1.816
102 O 2.743 -9.981 1.810
103 H -7.551 2.701 -2.403
104 H 1.589 -7.459 0.182
105 H -1.766 6.274 -1.526
106 C 1.368 5.970 2.601
107 N -0.713 3.896 -1.168
108 C -7.449 1.871 -0.511
109 F 1.509 -8.466 2.904
110 N -4.819 1.666 -0.872
111 C -4.068 8.942 1.364
112 H -2.375 -0.982 0.283
113 C 4.916 -1.893 6.554
114 H -3.571 5.759 -1.330

=====

No. 2
Density functional theory data (the ωB97M-V functional and the def2-TZVPD basis) for a molecular structure, C20H46O3P4RuSe.

Kohn-Sham gap (spin up / spin down) in hartree: 0.22230 / 0.09478
Total charge: +4
<S²>: 6.05
Multiplicity: 5
LUMO level (spin up / spin down) in eV: -11.5 / -16.3

Positions of all 75 atoms, in Å:
1 H 1.098 1.302 -1.308
2 H 1.540 3.424 2.438
3 H -0.548 -1.193 3.920
4 H -6.567 1.305 -0.869
5 H -1.368 1.874 2.247
6 O -3.361 -0.087 -0.658
7 C 0.224 -0.469 -1.746
8 C 2.755 -2.708 -0.906
9 C 1.577 2.698 1.620
10 P -3.395 1.232 0.375
11 H -2.881 -0.119 -2.666
12 H -2.611 -3.010 1.844
13 H -6.685 1.687 0.883
14 H -4.469 -0.832 -2.231
15 H 2.104 1.482 4.242
16 H -0.108 -3.898 0.054
17 H -4.149 0.924 3.838
18 H 3.708 0.415 -0.800
19 H 3.798 -3.057 -0.963
20 H 2.115 -3.567 -0.659
21 C 3.100 3.305 -4.337
22 H 0.857 0.741 -4.131
23 C 1.504 1.484 -4.577
24 P -0.379 -2.064 1.633
25 C -4.590 1.119 2.849
26 H 0.116 -2.634 -1.430
27 H 0.905 -2.215 3.716
28 C -0.351 -1.661 -1.226
29 H -1.451 -1.653 -1.177
30 H -4.276 0.943 -2.255
31 Ru 0.627 -0.410 0.433
32 C 3.993 -0.270 0.019
33 H 3.813 4.203 -6.176
34 H 2.493 2.668 -7.643
35 H 4.225 -2.576 1.770
36 H 0.973 3.068 0.781
37 O -4.821 1.901 0.013
38 C -2.187 -2.064 1.490
39 H 2.459 -2.309 -1.886
40 H 2.614 2.602 1.275
41 P 0.929 1.065 2.132
42 H -0.734 -4.468 1.609
43 C 1.581 1.619 -5.971
44 C -6.084 1.196 0.107
45 H 2.570 -3.135 2.113
46 H 1.683 -0.239 4.080
47 H -5.583 0.656 2.808
48 O -3.728 0.535 1.868
49 H -0.509 0.312 -1.990
50 C 2.423 2.581 -6.556
51 C 3.181 -2.252 1.896
52 Se 2.318 2.177 -1.828
53 H -4.706 2.209 2.734
54 H 0.981 0.968 -6.616
55 H 4.218 0.331 0.910
56 H 3.134 -1.570 2.753
57 H -2.487 -1.909 0.454
58 H -5.982 0.125 0.362
59 H -0.700 -2.961 3.879
60 H 3.064 0.442 3.170
61 C -0.007 -3.792 1.138
62 H -2.613 -1.231 2.055
63 H 4.890 -0.832 -0.281
64 C -0.643 1.496 2.977
65 H 3.688 3.966 -3.702
66 C 2.279 2.319 -3.739
67 H 0.997 -4.107 1.438
68 C 2.049 0.640 3.534
69 H -0.466 2.279 3.733
70 C -0.154 -2.106 3.453
71 C -3.774 -0.007 -2.032
72 C 3.172 3.434 -5.727
73 H 1.103 -0.544 -2.400
74 H -1.095 0.630 3.475
75 P 2.603 -1.404 0.369

=====

No. 3
Density functional theory data (the ωB97M-V functional and the def2-TZVPD basis) for 4 unconnected molecules or ions with the total composition C56H52BO13.

Kohn-Sham gap in hartree: 0.14921
Total charge: -1
LUMO level in eV: 0.1

Positions of all 122 atoms, in Å:
1 C 5.758 6.408 -2.239
2 O 6.063 6.516 -5.543
3 B 5.594 3.807 -1.798
4 O -5.152 4.050 -4.504
5 O -0.724 4.371 -1.914
6 H -2.151 -0.474 -1.819
7 H -4.785 -0.022 -8.489
8 C 0.570 -7.515 6.116
9 H 3.309 -5.850 10.035
10 O 4.301 3.887 -2.577
11 C -6.114 3.096 -8.453
12 O -2.325 -5.364 9.237
13 O -3.821 -0.804 -6.353
14 C -4.787 1.296 -6.809
15 H -1.260 -4.424 11.263
16 H 8.297 4.783 -6.369
17 C -5.738 1.849 -8.942
18 H 5.374 7.288 -1.707
19 C -0.501 -7.838 5.302
20 C 6.900 5.743 -5.071
21 C -4.821 2.961 -4.925
22 H 5.604 5.487 -0.284
23 H 7.787 7.108 -2.291
24 H -0.298 5.960 -0.652
25 C 2.091 -4.868 11.508
26 H 0.272 5.209 -3.518
27 H -6.104 4.413 -6.755
28 C 1.519 -6.512 8.177
29 H -3.013 -6.508 7.146
30 C -2.014 -6.798 6.853
31 C -5.152 2.551 -6.322
32 H 3.182 1.496 0.950
33 C -3.047 -0.163 -3.735
34 H -6.633 3.796 -9.095
35 C -2.688 0.219 -2.454
36 C -5.679 -5.594 1.774
37 C 0.550 1.966 -0.622
38 H 0.641 -0.135 -0.716
39 H 4.993 6.113 -2.958
40 H -0.235 -2.610 -1.278
41 H -4.275 -5.907 3.370
42 O 2.533 0.518 -0.747
43 H 1.579 -7.785 5.838
44 C 1.252 -5.806 9.464
45 O 0.999 3.016 0.220
46 C -5.875 -5.063 0.504
47 H 6.644 4.153 -6.457
48 H 6.492 3.299 -2.543
49 C -3.016 1.486 -1.984
50 C -2.065 -4.773 2.406
51 C -3.734 0.724 -4.554
52 C -5.080 0.950 -8.122
53 C 0.085 4.967 -0.920
54 H -0.331 -8.364 4.373
55 H 0.635 -3.933 12.779
56 C -5.822 3.446 -7.146
57 C 6.979 6.900 -2.996
58 H 1.924 -2.270 -0.128
59 H 4.423 0.675 -0.015
60 C -3.710 2.370 -2.791
61 C 1.284 -3.233 1.686
62 H 0.374 -4.250 3.345
63 C 6.069 5.266 -1.251
64 H 7.152 5.217 -1.098
65 C 0.251 -3.888 2.334
66 O -1.900 -5.235 3.516
67 H 7.685 3.744 -5.069
68 H 3.422 3.446 -0.320
69 C -3.384 -4.888 1.718
70 H 1.187 0.523 0.824
71 C 1.117 -2.782 0.381
72 H -6.498 -6.073 2.293
73 C -0.040 -5.410 9.815
74 C 2.315 -5.535 10.317
75 H -0.534 1.847 -0.508
76 H -2.793 -1.144 -4.109
77 O -2.627 -3.292 -1.427
78 C -2.459 -3.720 -0.305
79 C -4.437 -5.506 2.380
80 C -4.088 0.304 -5.938
81 H -0.904 3.753 0.560
82 C -0.746 5.100 -3.126
83 C 3.525 1.295 -0.068
84 H -3.966 3.357 -2.433
85 H -1.890 6.717 -3.967
86 C -0.944 -6.467 7.673
87 C -1.793 -7.484 5.673
88 C 3.687 2.639 -2.264
89 C 0.354 -6.832 7.307
90 H 0.464 4.708 1.158
91 C -3.579 -4.368 0.438
92 H 2.920 -4.660 12.172
93 H -5.959 1.581 -9.967
94 H 2.656 2.619 -2.621
95 C -0.257 -4.732 11.007
96 H -0.721 7.262 -2.778
97 C -1.146 -3.593 0.389
98 C -1.425 6.463 -3.012
99 C 7.417 4.516 -5.784
100 H -6.849 -5.124 0.036
101 O 2.648 -6.814 7.856
102 C -1.204 -5.715 8.933
103 C -4.072 1.994 -4.077
104 C 0.806 -4.462 11.851
105 C -4.827 -4.453 -0.164
106 H -2.724 1.789 -0.989
107 C -0.967 -4.071 1.691
108 C 0.110 4.099 0.323
109 H -2.205 6.441 -2.252
110 H 2.224 -3.072 2.195
111 H 4.292 1.853 -2.728
112 C 1.230 0.670 -0.264
113 H 1.115 5.077 -1.275
114 C 3.904 2.580 -0.788
115 H -1.298 4.480 -3.834
116 O 7.498 5.889 -3.871
117 C -0.094 -2.965 -0.267
118 H -2.626 -7.735 5.031
119 H 0.740 2.211 -1.670
120 H 6.775 7.816 -3.555
121 H -4.965 -4.039 -1.153
122 O 5.301 2.791 -0.696

=====

No. 4
Density functional theory data (the ωB97M-V functional and the def2-TZVPD basis) for a molecular structure, C2H5LiNaO2.

Relative energy (zero: lowest compared OMol25 entry of this formula, charge and spin) in kcal per mole: 25.2
Kohn-Sham gap (spin up / spin down) in hartree: 0.17465 / 0.10495
Total charge: -1
LUMO level (spin up / spin down) in eV: 1.9 / 1.8

Positions of all 11 atoms, in Å:
1 H 0.042 1.251 -1.416
2 Na 0.734 -2.895 -1.393
3 H 0.305 1.856 0.065
4 H -1.156 -0.781 0.492
5 O -1.748 1.214 -0.645
6 H -0.049 0.064 1.497
7 O 1.059 -0.750 -0.119
8 Li 2.032 0.562 -0.841
9 C -0.422 1.110 -0.387
10 C -0.097 -0.174 0.412
11 H -0.698 -1.456 2.334

=====

No. 5
Density functional theory data (the ωB97M-V functional and the def2-TZVPD basis) for 10 unconnected molecules or ions with the total composition C38H104N12O12.

Relative energy (zero: lowest compared OMol25 entry of this formula, charge and spin) in kcal per mole: 154.1
Kohn-Sham gap in hartree: 0.31158
Total charge: 0
SMILES: COC[C@H](C)N.COC[C@H](C)N.COC[C@H](C)N.COC[C@H](C)N.COC[C@H](C)N.COC[C@H](C)N.COCCNCCOC.COCCNCCOC.NC(N)=O.NC(N)=O
LUMO level in eV: 0.3

Positions of all 166 atoms, in Å:
1 O 3.859 -0.981 8.694
2 H 2.633 -4.932 9.141
3 N -3.144 -2.330 -7.504
4 O 2.752 -0.873 2.609
5 H -0.278 2.753 4.379
6 C -0.578 -0.785 -0.026
7 H -5.135 -1.445 -10.102
8 C -2.974 1.973 -3.324
9 H 3.818 -2.962 10.493
10 O 0.003 -1.708 -2.162
11 N -2.803 3.154 -2.910
12 C -2.194 -1.609 -6.628
13 H -3.452 1.437 5.148
14 H -3.071 0.459 6.595
15 N 2.422 4.545 7.700
16 C 1.586 -8.205 1.789
17 H 5.034 5.011 2.559
18 H 1.540 3.383 5.479
19 H -3.019 -3.465 -11.988
20 H 1.687 -4.332 1.077
21 H -3.211 -6.811 -3.745
22 C 1.746 -1.040 0.297
23 H 4.583 0.102 7.159
24 H 1.243 1.181 -4.995
25 H 1.666 5.046 7.254
26 H -1.622 -6.905 -3.108
27 H -5.053 3.215 1.645
28 H 1.758 2.625 -7.193
29 H 4.683 4.065 -7.116
30 N -4.788 3.054 -0.445
31 H -2.636 -1.899 -11.388
32 C -1.389 1.312 5.348
33 H -0.098 1.462 -8.428
34 H -1.835 0.518 -7.348
35 H 2.835 2.266 5.261
36 N -1.236 2.432 4.392
37 C -3.153 2.384 1.113
38 H 1.235 4.288 -7.175
39 H -1.601 -0.494 -1.904
40 H -0.207 0.050 3.915
41 H -0.610 -0.276 -6.358
42 C 0.714 3.259 -5.445
43 H -0.577 1.425 6.066
44 H -0.061 -3.933 -0.226
45 H 1.736 -6.936 -0.526
46 H 1.171 -3.761 10.989
47 H 3.609 5.570 -7.279
48 H -5.317 -2.791 -8.990
49 C 1.722 -4.910 0.153
50 N -0.658 2.922 -5.839
51 H -2.754 -1.136 -9.151
52 H 0.659 -1.594 7.012
53 H 3.853 -1.119 0.725
54 C 2.340 2.876 6.017
55 C -3.737 4.832 0.993
56 C -3.600 -1.454 -8.542
57 H -3.887 0.278 -3.053
58 H 3.333 4.199 -8.387
59 H 4.091 3.555 7.045
60 H -2.779 4.857 0.472
61 N 2.786 -4.377 -0.647
62 H 1.168 0.607 -7.532
63 C -4.583 -2.174 -9.508
64 N -2.345 -6.339 -3.528
65 H -1.437 -0.311 0.449
66 H -0.314 -5.289 -3.035
67 C 3.200 3.992 6.595
68 H 0.368 -0.371 1.664
69 C 3.727 4.495 -7.415
70 H 2.598 -3.425 -0.927
71 H 1.085 0.617 -9.316
72 N 1.697 -2.902 10.915
73 H -5.617 3.630 -0.467
74 H 0.478 1.968 -3.631
75 H -4.261 1.491 -1.819
76 H 3.178 -0.214 4.537
77 O 1.305 -6.893 1.443
78 H -0.623 2.013 -6.278
79 C -1.013 0.026 4.649
80 O -0.850 -1.045 5.579
81 C -2.773 1.317 5.993
82 H -2.586 -3.011 -7.998
83 C 1.768 3.535 -6.594
84 C 3.523 -0.070 3.513
85 H -1.839 -0.241 3.989
86 C 0.018 -1.561 -3.591
87 H 3.310 1.015 8.121
88 H 4.167 5.768 6.062
89 H -3.036 -1.282 -6.017
90 O -4.585 5.995 0.589
91 C 2.872 -2.791 9.980
92 O 4.116 4.521 4.254
93 H 1.160 -0.513 5.749
94 H 1.951 -0.653 -0.701
95 H -0.194 -5.598 -0.733
96 O -0.403 -0.618 -8.287
97 H -0.602 -1.826 0.298
98 C -0.564 -0.543 -1.573
99 H 3.559 -3.855 8.276
100 C -1.336 -0.432 -7.156
101 H 1.766 -2.120 0.441
102 H 1.854 -0.948 9.013
103 C -5.704 6.256 1.490
104 H -2.360 2.780 0.478
105 C 4.660 5.534 3.439
106 H 0.553 -2.412 -4.011
107 H 0.697 -2.228 5.421
108 C 0.463 -1.320 5.976
109 H 3.597 -4.272 -0.054
110 H 3.975 6.327 3.138
111 N 0.542 -0.222 0.680
112 O -3.691 -3.043 -10.154
113 C 2.969 -0.658 1.166
114 H 2.980 5.231 8.188
115 H 1.992 -8.832 0.995
116 N -0.795 -4.898 -3.832
117 H 2.617 5.484 5.273
118 C 0.505 0.554 -8.395
119 H 3.085 -6.669 0.638
120 H -2.969 2.080 6.745
121 C 3.639 0.064 7.703
122 O 3.044 3.955 -6.289
123 H 2.883 -0.254 6.984
124 C 3.595 5.047 5.478
125 H -6.494 6.813 0.987
126 H -0.332 -4.179 -4.370
127 C 1.192 2.118 -4.441
128 H 4.443 -0.655 3.523
129 H -4.233 -0.671 -8.124
130 H 2.210 -8.273 2.680
131 C 0.503 -4.764 -0.647
132 H -3.244 3.406 -2.037
133 H 0.734 -8.831 2.052
134 H 2.992 -0.614 10.396
135 H -1.776 3.262 4.595
136 H -2.690 2.434 2.098
137 H -6.394 5.458 1.765
138 H 1.846 2.290 6.792
139 H -0.986 -1.777 -3.956
140 H -1.265 2.637 -5.084
141 H -2.196 3.828 -3.354
142 H 3.627 0.985 3.261
143 H -1.664 -2.384 -6.074
144 C -1.966 -5.327 -4.276
145 H 0.765 -4.440 -1.655
146 H 2.160 2.373 -4.009
147 H -5.322 6.771 2.372
148 C 2.784 -1.218 9.513
149 H 0.079 0.279 -1.888
150 C 2.064 -6.401 0.365
151 C -3.463 -2.602 -11.491
152 N -3.822 1.217 -2.686
153 H 0.777 4.129 -4.791
154 H 1.772 -3.603 8.421
155 H -3.392 1.348 0.874
156 H -5.228 2.162 -0.274
157 C -4.282 3.381 0.893
158 O -2.488 1.580 -4.342
159 H -3.434 5.003 2.026
160 O -2.581 -4.889 -5.178
161 C 2.695 -3.862 8.941
162 H 0.464 -0.701 -4.091
163 H 1.827 -2.438 11.803
164 H -4.286 -2.155 -12.049
165 H 3.254 0.372 0.952
166 H 5.524 6.046 3.862

=====

No. 6
Density functional theory data (the ωB97M-V functional and the def2-TZVPD basis) for 2 unconnected molecules or ions with the total composition CH3Br2P.

Relative energy (zero: lowest compared OMol25 entry of this formula, charge and spin) in kcal per mole: 68.4
Kohn-Sham gap in hartree: 0.33313
Total charge: 0
SMILES: [H]/P=C\Br.Br
LUMO level in eV: -0.3

Positions of all 7 atoms, in Å:
1 C 0.114 1.359 -0.401
2 H 0.459 0.399 1.632
3 Br -1.761 0.905 -0.174
4 H -0.733 -2.753 0.324
5 Br 0.312 -2.489 -0.692
6 H 0.307 1.730 -1.359
7 P 1.301 0.851 0.671

=====

Number 1: calculated total energy -118980.5649 eV, largest force on an atom 9.182 eV Å⁻¹. Number 2: calculated total energy -132666.6731 eV, largest force on an atom 2.888 eV Å⁻¹. Number 3: calculated total energy -86212.9500 eV, largest force on an atom 2.068 eV Å⁻¹. Number 4: calculated total energy -10866.4493 eV, largest force on an atom 2.681 eV Å⁻¹. Number 5: calculated total energy -83532.4989 eV, largest force on an atom 6.559 eV Å⁻¹. Number 6: calculated total energy -150457.7559 eV, largest force on an atom 2.630 eV Å⁻¹.